Entry 1:
The following is a DFT calculation (ωB97M-V/def2-TZVPD) of a 3-piece molecular cluster, C15H20BF16NO3Si overall.

XYZ file:
```
57
Properties=species:S:1:pos:R:3:forces:R:3:lowdin_charge:R:1
F 0.899 -3.283 -1.419 0.0226 0.0086 -0.0010 0.0902
C 0.910 -3.687 -2.707 -0.1330 -0.1729 -0.0543 -0.3059
F 1.268 -4.991 -2.730 0.0130 0.0321 -0.0031 0.1010
C 1.926 -2.885 -3.524 0.3376 0.1537 0.1877 -0.4390
F 3.173 -3.110 -3.058 -0.0643 -0.0308 0.0082 0.1362
F 1.861 -3.399 -4.785 -0.1206 -0.0048 -0.0632 0.1060
C 1.689 -1.374 -3.667 -0.1846 0.3208 -0.4972 -0.0327
O 2.441 -0.523 -2.820 0.1332 -0.5063 0.2360 0.0589
C 1.989 -0.175 -1.583 -0.0818 0.1976 -0.3311 -0.5493
F 0.746 -0.625 -1.340 0.0712 0.0343 0.0833 0.1347
F 1.933 1.176 -1.538 0.0041 0.0907 0.0604 0.1292
C 2.944 -0.625 -0.476 0.0917 -0.0694 0.0802 -0.2711
F 3.073 -1.963 -0.480 -0.0224 -0.0147 -0.0237 0.1113
F 2.392 -0.263 0.710 0.0725 0.0179 0.1505 0.0707
H -0.093 -3.589 -3.128 -0.0022 0.0395 0.0183 0.1676
H 2.045 -1.130 -4.666 0.0628 -0.0363 0.0047 0.1499
H 0.627 -1.128 -3.652 -0.0445 -0.1382 0.1898 0.1409
H 3.928 -0.169 -0.589 -0.0531 0.1012 0.0523 0.1803
F -4.791 -0.440 -1.657 -0.0149 -0.0415 0.0418 0.1042
C -3.508 -0.435 -2.057 0.0657 0.1488 -0.1352 -0.3029
F -3.490 -0.476 -3.412 0.0195 -0.0049 0.0282 0.0923
C -2.754 -1.653 -1.522 -0.2488 -0.4154 0.2640 -0.4269
F -3.283 -2.785 -2.032 -0.0036 0.0694 -0.0486 0.1363
F -1.487 -1.539 -2.025 -0.0382 0.0694 -0.1217 0.0739
C -2.591 -1.786 0.003 0.4753 0.1163 0.3525 -0.0328
O -3.474 -2.672 0.663 -0.3200 -0.0446 -0.4618 0.0541
C -4.684 -2.257 1.150 0.3596 0.0905 0.1445 -0.5504
F -4.857 -0.931 1.032 -0.0579 0.0086 -0.0834 0.1576
F -4.714 -2.550 2.467 -0.0505 -0.0056 0.1236 0.1479
C -5.831 -3.033 0.499 -0.1264 -0.1188 -0.0326 -0.2869
F -5.846 -2.819 -0.831 -0.0018 0.0390 -0.0088 0.1000
F -7.003 -2.599 1.013 -0.0228 0.0059 0.0162 0.1004
H -3.026 0.491 -1.729 -0.0071 -0.0168 0.0283 0.1736
H -1.611 -2.243 0.136 0.0032 -0.0284 -0.0462 0.1483
H -2.541 -0.814 0.495 -0.1555 0.0794 -0.1037 0.1404
H -5.721 -4.102 0.691 0.0200 0.0075 0.0290 0.1752
C 4.715 1.650 3.127 0.5546 -0.1996 0.5711 0.1095
C 4.436 2.652 2.538 -0.2478 0.3140 -0.2751 -0.1637
C 4.089 3.900 1.860 0.3826 -0.1165 0.1973 -0.2389
C 2.981 4.690 2.565 -0.3873 -0.1004 -0.3529 -0.2754
C 1.771 3.853 3.030 0.3832 0.4471 -0.3512 -0.3391
Si 0.882 3.078 1.555 0.2004 -0.2337 0.0680 0.7455
B -0.609 1.800 2.031 -0.5261 0.1865 0.0728 -0.6813
N -1.969 2.307 2.337 0.5593 -0.1492 -0.0086 0.0817
O -0.409 0.457 2.057 -0.0713 0.0548 -0.3288 0.1090
H 5.155 0.920 3.769 -0.2856 -0.1904 -0.2155 0.0279
H 5.004 4.495 1.843 -0.0163 0.1612 -0.0779 0.1162
H 3.850 3.693 0.819 -0.1851 -0.0519 -0.0582 0.0972
H 3.394 5.248 3.402 0.1101 -0.0429 0.1460 0.1067
H 2.615 5.424 1.845 0.0726 0.2190 0.0201 0.0976
H 2.114 3.096 3.731 -0.1155 -0.1435 0.1231 0.0658
H 1.121 4.553 3.553 -0.2762 -0.1716 0.1601 0.0698
H 0.327 4.169 0.710 0.1033 0.0364 -0.0603 -0.0324
H 1.894 2.303 0.800 0.0481 0.1898 -0.1392 -0.0395
H -1.907 2.857 3.193 -0.2915 -0.0860 0.1007 0.0617
H -2.172 3.004 1.626 -0.1715 0.1312 0.0662 0.0467
H 0.440 0.248 1.648 0.1620 -0.2364 0.2582 0.0516
```
Forces are in eV/Å.

As for the multiplicity: 1. The calculation puts the frontier orbital gap at 9.53 eV. Its SMILES is FC(F)C(F)(F)COC(F)(F)C(F)F.FC(F)C(F)(F)COC(F)(F)C(F)F.C#CCCC[SiH2]B(N)O. As for the energy above the lowest of the compared OMol25 structures with the same formula, charge and spin: 5.9 kcal/mol.

=====

Entry 2:
The following is a DFT calculation (ωB97M-V/def2-TZVPD) of C4H13N3 as an isolated structure at a distorted geometry.

XYZ file:
```
20
Properties=species:S:1:pos:R:3:forces:R:3:lowdin_charge:R:1
C 2.257 -0.473 -0.088 0.7043 2.2166 0.3364 -0.0903
C 0.919 0.270 0.114 -0.6595 -1.1133 0.5584 -0.1886
C -0.132 -0.841 0.217 -3.2433 1.6620 -1.9771 0.0847
N -4.051 0.277 0.337 1.8069 1.2822 0.8193 0.1780
C -3.018 -0.481 -0.042 -1.6499 -0.5168 -0.1485 -0.1811
N -1.817 -0.022 -0.352 2.8326 -0.3051 3.4678 0.1131
N 3.308 0.642 -0.347 -1.2844 -0.3675 -0.5117 0.2049
H 2.359 -1.024 -1.005 -0.4788 -0.7858 -0.0442 0.1398
H 2.559 -0.998 0.819 -0.0044 -0.2274 -0.3121 0.1500
H 0.993 0.950 0.989 -0.2383 -0.6672 -0.2507 0.1432
H 0.576 0.871 -0.720 0.5284 0.1590 -0.5658 0.1228
H -0.197 -1.469 -0.680 0.6396 -0.4910 0.9486 0.1236
H -0.522 -1.142 1.173 0.4786 -0.6657 0.1791 0.1108
H -4.962 0.323 -0.087 -0.4158 -0.8136 0.2061 0.1472
H -3.781 1.064 0.913 -0.4134 0.7178 -0.5480 0.1304
H -3.378 -1.511 -0.008 1.0769 -0.4150 -1.3545 0.1631
H -1.575 0.840 0.174 -0.9785 0.1562 -1.2049 0.1189
H 4.204 0.230 -0.614 0.2529 0.3673 0.3459 0.1839
H 3.348 1.374 0.365 0.5364 -0.3555 0.3507 0.1780
H 2.913 1.120 -1.160 0.5097 0.1626 -0.2947 0.1677
```
Forces are in eV/Å.

As for the multiplicity: 1. The calculation puts the frontier orbital gap at 10.35 eV. As for the energy above the lowest of the compared OMol25 structures with the same formula, charge and spin: 72.0 kcal/mol. Its total charge is +2.

=====

Entry 3:
The following is a DFT calculation (ωB97M-V/def2-TZVPD) of C19H9AuBrN5OS2 as an isolated structure.

XYZ file:
```
38
Properties=species:S:1:pos:R:3:forces:R:3:lowdin_charge:R:1
Au -1.092 -2.796 -1.277 0.0117 -0.0406 -0.6674 0.3280
S 0.607 -4.406 -2.077 -0.0252 -0.1326 0.2107 0.4082
C -0.435 -5.805 -2.139 0.2429 -0.1208 -0.1090 -0.8174
C 0.246 -7.077 -2.219 -0.1831 0.2346 0.0289 -0.3342
N 0.800 -8.087 -2.270 0.0305 0.0337 -0.0325 0.1036
C -1.801 -5.796 -2.127 -0.2316 -0.1345 -0.0956 -0.8151
S -2.823 -4.383 -2.032 0.0306 -0.1237 0.1833 0.4096
C -2.503 -7.056 -2.210 0.1410 0.2781 0.0185 -0.3344
N -3.091 -8.046 -2.274 -0.0046 0.0053 -0.0155 0.1032
Br 5.009 3.462 -1.339 -0.0318 -0.0083 0.0048 0.6611
C 3.427 3.506 -0.276 0.0062 -0.0013 0.0068 -0.7113
C 3.096 2.416 0.513 -0.0915 -0.0087 0.0451 -0.1279
C 1.948 2.454 1.289 -0.0015 0.0406 0.0250 -0.0255
C 1.123 3.592 1.313 -0.0383 -0.0988 -0.0767 -0.3306
C 1.489 4.670 0.498 -0.0108 0.0227 -0.0659 -0.0564
C 2.622 4.631 -0.297 -0.0568 0.0272 0.0150 -0.1522
N 0.075 3.803 2.219 0.0780 -0.0749 0.0742 0.0003
N -0.636 2.862 2.720 -0.0318 -0.0047 -0.1986 0.0198
C -0.884 1.644 2.170 0.0391 0.0134 0.0569 -0.2846
C -1.295 0.673 3.125 0.0437 0.0671 -0.0790 -0.0533
C -1.430 -0.647 2.847 0.0314 -0.0145 -0.0623 -0.0328
C -1.210 -1.163 1.515 -0.0170 0.0908 -0.0120 -0.3820
O -1.250 -2.357 1.244 0.0133 -0.0126 0.2764 -0.0367
C -0.989 -0.135 0.449 0.0163 0.1205 -0.0512 -0.1216
N -0.992 -0.578 -0.828 -0.0126 -0.0832 0.4867 -0.0041
C -0.907 0.301 -1.813 -0.0190 -0.1239 -0.0978 -0.1403
C -0.863 1.673 -1.587 -0.0065 -0.0082 -0.0627 -0.0546
C -0.838 2.140 -0.298 0.0331 0.0290 0.0612 -0.0225
C -0.853 1.234 0.776 -0.0271 0.0025 0.1058 -0.1057
H 3.719 1.532 0.510 0.0015 0.0046 0.0148 0.0995
H 1.688 1.596 1.894 0.0242 -0.0204 -0.0096 0.1150
H 0.855 5.550 0.505 0.0381 0.0047 0.0291 0.1027
H 2.881 5.472 -0.927 -0.0010 0.0108 0.0091 0.0893
H -1.429 1.039 4.138 -0.0133 0.0282 -0.0108 0.1006
H -1.684 -1.366 3.615 -0.0155 -0.0152 -0.0278 0.0992
H -0.899 -0.110 -2.815 0.0019 0.0037 -0.0007 0.1025
H -0.853 2.358 -2.425 0.0118 -0.0267 -0.0052 0.0988
H -0.831 3.202 -0.109 0.0234 0.0363 0.0281 0.1019
```
Forces are in eV/Å.

As for the multiplicity: 1. The calculation puts the frontier orbital gap at 4.94 eV. As for the energy above the lowest of the compared OMol25 structures with the same formula, charge and spin: 0.0 kcal/mol. Its total charge is -2.

=====

Entry 4:
The following is a DFT calculation (ωB97M-V/def2-TZVPD) of a 2-piece molecular cluster, C4H10N4 overall at a distorted geometry.

XYZ file:
```
18
Properties=species:S:1:pos:R:3:forces:R:3:lowdin_charge:R:1
C 1.933 -0.797 0.441 -0.5463 5.5457 1.6044 -0.0481
C -0.491 -0.820 -0.268 2.2340 -2.7443 -0.2500 -0.1252
C -0.451 0.007 -1.650 -4.1152 -2.4765 0.5777 -0.4853
C -0.581 0.809 2.283 0.2827 -5.1302 -3.7851 -0.0514
H 2.193 -0.077 -0.330 0.6911 0.8022 -0.1463 0.0742
H 2.199 -1.600 -0.090 0.3337 -4.2791 -0.8355 0.0326
H 2.440 -0.435 1.391 0.0235 -1.3540 -1.4802 0.1111
H -0.353 -1.972 -0.448 0.0274 2.1118 -0.0994 0.1491
H -1.444 -0.772 0.207 -0.8397 0.3567 -0.1545 0.0732
H -1.257 2.550 -1.521 2.2096 -5.1889 0.5006 0.2848
H -0.770 1.437 -0.017 0.6970 -1.2222 -3.2152 0.0686
H -0.767 0.052 -3.599 -0.5366 -1.5105 1.8525 0.0652
H -1.405 0.315 1.500 0.9182 2.5994 2.4853 0.0873
H -0.808 1.115 3.275 0.0586 0.1108 0.5097 0.0210
N 0.546 -0.418 0.719 1.1295 -2.0552 0.2990 -0.2818
N -0.705 1.229 -1.107 -1.7108 7.0826 1.1154 0.0004
N -0.789 -0.666 -2.770 2.6410 3.9868 1.0057 0.0542
N 0.509 0.043 1.985 -3.4978 3.3649 0.0159 -0.0301
```
Forces are in eV/Å.

As for the multiplicity: 1. The calculation puts the frontier orbital gap at 8.05 eV. As for the energy above the lowest of the compared OMol25 structures with the same formula, charge and spin: 186.2 kcal/mol.